{"formula": "C3H4CaLiO2", "method": "the ωB97M-V functional and the def2-TZVPD basis", "symbols": ["Ca", "O", "O", "C", "C", "C", "Li", "H", "H", "H", "H"], "positions_angstrom": [[3.078, 0.260, 0.931], [0.724, -0.583, -0.606], [1.032, 1.229, -1.845], [-0.687, -0.370, -0.341], [-0.988, -0.339, 1.046], [1.511, 0.426, -0.999], [-0.981, 1.544, -1.552], [-1.939, 0.155, 1.286], [-1.214, -1.309, 1.515], [0.735, -0.069, 1.638], [-1.271, -0.943, -1.073]], "nbo_charge": [0.94, -0.63, -0.83, -0.50, -0.38, 0.21, 0.87, 0.18, 0.15, -0.21, 0.20], "spin_multiplicity": 2, "homo_ev": [-5.213, -6.007], "e_tot_ev": -25907.5916, "s2": 0.841}

{"formula": "C3H4CdO2", "method": "the ωB97M-V functional and the def2-TZVPD basis", "symbols": ["Cd", "O", "O", "C", "C", "C", "H", "H", "H", "H"], "positions_angstrom": [[-2.364, 1.145, -1.852], [3.690, -0.658, -1.369], [-1.672, 1.110, 0.653], [2.815, -1.358, -1.520], [-0.895, 0.059, 1.047], [0.023, -0.480, 0.245], [-1.277, 1.949, 0.914], [0.217, -0.074, -0.750], [0.550, -1.377, 0.578], [-1.088, -0.316, 2.055]], "nbo_charge": [0.01, -0.50, -0.76, 0.50, 0.12, -0.46, 0.50, 0.21, 0.21, 0.17], "de_lowest_kcal_mol": 0.0, "homo_ev": -7.446, "e_tot_ev": -11832.9666}

{"formula": "C3H4Cl2N2", "method": "the ωB97M-V functional and the def2-TZVPD basis", "symbols": ["Cl", "Cl", "N", "N", "C", "C", "C", "H", "H", "H", "H"], "positions_angstrom": [[-2.884, 0.486, 0.072], [2.173, 1.616, 0.085], [-0.488, 1.171, -0.736], [1.586, -1.825, 0.053], [-1.165, 0.326, -0.130], [0.469, -1.413, 0.388], [-0.741, -0.890, 0.495], [-1.120, 1.985, -1.176], [-1.423, -1.485, 1.115], [2.446, -1.398, 0.349], [1.146, 1.428, -0.516]], "nbo_charge": [-0.03, -0.33, -0.68, -0.59, 0.29, 0.54, -0.56, 0.39, 0.27, 0.42, 0.27], "de_lowest_kcal_mol": 20.8, "homo_ev": -9.677, "e_tot_ev": -31199.1958, "smiles": "[H]/N=C(\\Cl)C=C=N.Cl"}

{"formula": "C3H4Cl3N2O", "method": "the ωB97M-V functional and the def2-TZVPD basis", "symbols": ["Cl", "Cl", "Cl", "O", "N", "N", "C", "C", "C", "H", "H", "H", "H"], "positions_angstrom": [[-3.133, 0.810, 0.932], [-2.413, -1.845, -0.041], [-1.711, 0.500, -1.596], [0.569, 1.221, 0.774], [0.896, -0.878, 0.117], [1.411, 1.160, -0.337], [-2.106, -0.145, -0.043], [1.583, -0.099, -0.693], [0.162, -0.095, 0.987], [0.804, -1.885, 0.066], [1.795, 2.037, -0.664], [2.209, -0.423, -1.503], [-0.065, -0.358, 2.003]], "nbo_charge": [0.12, 0.07, 0.05, -0.26, -0.52, -0.22, -0.28, 0.32, 0.25, 0.48, 0.47, 0.28, 0.24], "de_lowest_kcal_mol": 0.0, "homo_ev": [-11.999, -12.079], "total_charge": 1, "e_tot_ev": -45759.3972}

{"formula": "C3H4ClF", "method": "the ωB97M-V functional and the def2-TZVPD basis", "symbols": ["Cl", "F", "C", "C", "C", "H", "H", "H", "H"], "positions_angstrom": [[1.266, -0.868, -1.569], [0.169, 1.659, 1.144], [0.398, -0.099, -0.326], [-0.950, -0.597, -0.095], [0.951, 0.866, 0.385], [-1.349, 0.005, 0.681], [-1.607, -0.403, -0.970], [-0.872, -1.612, 0.219], [1.994, 1.049, 0.531]], "nbo_charge": [0.02, -0.33, -0.11, -0.65, 0.20, 0.23, 0.23, 0.23, 0.18], "de_lowest_kcal_mol": 6.6, "homo_ev": -9.285, "e_tot_ev": -18414.7877, "smiles": "C/C(Cl)=C\\F"}

{"formula": "C3H4ClF2N", "method": "the ωB97M-V functional and the def2-TZVPD basis", "symbols": ["Cl", "F", "F", "N", "C", "C", "C", "H", "H", "H", "H"], "positions_angstrom": [[0.697, -2.421, -0.383], [-0.539, 1.195, -1.467], [-1.172, -1.656, -1.953], [-0.353, 1.184, 1.169], [-0.190, -1.140, -1.109], [0.784, 0.289, 0.493], [0.063, 0.042, -0.841], [1.763, 0.876, 0.421], [-0.962, 0.578, 1.840], [-1.207, 1.459, 0.558], [1.117, -0.407, 1.272]], "nbo_charge": [0.03, -0.33, -0.31, -0.85, 0.27, -0.28, 0.28, 0.21, 0.35, 0.38, 0.25], "de_lowest_kcal_mol": 16.0, "homo_ev": -9.679, "e_tot_ev": -22620.1784, "smiles": "NC/C(F)=C(/F)Cl"}

{"formula": "C3H4ClF3", "method": "the ωB97M-V functional and the def2-TZVPD basis", "symbols": ["Cl", "F", "F", "F", "C", "C", "C", "H", "H", "H", "H"], "positions_angstrom": [[-2.509, -0.288, 0.669], [0.236, 2.163, 0.102], [1.266, 0.913, -1.346], [-1.023, -1.870, -0.743], [1.216, -0.038, 0.863], [-1.646, -0.659, -0.701], [0.727, 0.950, -0.165], [2.253, -0.002, 1.034], [0.900, -0.930, 0.268], [0.618, 0.158, 1.722], [-2.040, -0.397, -1.702]], "nbo_charge": [0.04, -0.33, -0.32, -0.35, -0.73, 0.07, 0.73, 0.22, 0.26, 0.24, 0.17], "de_lowest_kcal_mol": 68.3, "homo_ev": [-7.669, -8.446], "e_tot_ev": -23846.8461}

{"formula": "C3H4ClFN2", "method": "the ωB97M-V functional and the def2-TZVPD basis", "symbols": ["Cl", "F", "N", "N", "C", "C", "C", "H", "H", "H", "H"], "positions_angstrom": [[-2.816, -0.371, 1.699], [-1.590, 0.322, -0.887], [1.605, -0.712, 0.200], [0.977, 0.846, -1.352], [0.686, 0.022, -0.292], [-0.727, 0.062, 0.095], [-1.143, -0.197, 1.317], [-0.370, -0.310, 2.046], [0.266, 1.090, -1.997], [1.285, -1.284, 0.989], [1.825, 0.530, -1.818]], "nbo_charge": [0.03, -0.31, -0.68, -0.79, 0.36, 0.30, -0.27, 0.23, 0.39, 0.34, 0.40], "de_lowest_kcal_mol": 0.0, "homo_ev": -9.548, "e_tot_ev": -21395.2393, "smiles": "[H]/N=C(N)\\C(F)=C\\Cl"}

{"formula": "C3H4ClIO2S", "method": "the ωB97M-V functional and the def2-TZVPD basis", "symbols": ["I", "Cl", "S", "O", "O", "C", "C", "C", "H", "H", "H", "H"], "positions_angstrom": [[1.557, 1.123, -2.231], [2.141, 1.874, 1.932], [2.866, 0.178, -0.353], [0.558, -0.877, 0.725], [-1.545, -0.017, 0.345], [-1.867, -0.714, -0.897], [-0.381, -0.162, 0.944], [2.915, 0.709, 1.096], [-2.724, -0.128, -1.175], [-1.927, -1.848, -0.568], [-1.023, -0.701, -1.540], [-0.568, 0.563, 1.720]], "nbo_charge": [-0.22, 0.14, 0.48, -0.61, -0.51, -0.28, 0.66, -0.39, 0.21, 0.20, 0.21, 0.11], "de_lowest_kcal_mol": 11.3, "homo_ev": -8.857, "e_tot_ev": -38726.2173}

{"formula": "C3H4ClN", "method": "the ωB97M-V functional and the def2-TZVPD basis", "symbols": ["Cl", "N", "C", "C", "C", "H", "H", "H", "H"], "positions_angstrom": [[2.576, -0.152, -0.031], [-2.858, 0.036, -0.047], [-0.240, -0.473, -0.034], [0.883, 0.519, -0.028], [-1.677, -0.086, -0.005], [-0.089, -1.132, -0.851], [-0.164, -1.026, 0.896], [0.768, 1.261, -0.815], [0.801, 1.053, 0.915]], "nbo_charge": [-0.05, -0.31, -0.53, -0.34, 0.28, 0.25, 0.25, 0.22, 0.22], "de_lowest_kcal_mol": 1.9, "homo_ev": -11.440, "e_tot_ev": -17187.6531, "smiles": "N#CCCCl"}

{"formula": "C3H4ClN3", "method": "the ωB97M-V functional and the def2-TZVPD basis", "symbols": ["Cl", "N", "N", "N", "C", "C", "C", "H", "H", "H", "H"], "positions_angstrom": [[3.002, 0.069, -0.361], [-0.854, -1.054, 0.529], [-1.993, -0.793, 0.057], [0.063, -0.138, 0.139], [-1.897, 0.357, -0.691], [-0.594, 0.773, -0.597], [1.814, -0.418, 0.768], [1.530, -1.408, 0.839], [-2.667, 0.888, -1.264], [-0.029, 1.518, -1.021], [1.626, 0.207, 1.604]], "nbo_charge": [0.07, -0.11, -0.23, -0.22, -0.15, -0.10, -0.15, 0.24, 0.22, 0.21, 0.23], "de_lowest_kcal_mol": 71.1, "homo_ev": -9.423, "e_tot_ev": -20165.4767}

{"formula": "C3H4ClNO2", "method": "the ωB97M-V functional and the def2-TZVPD basis", "symbols": ["Cl", "O", "O", "N", "C", "C", "C", "H", "H", "H", "H"], "positions_angstrom": [[-3.005, 0.539, 0.960], [-0.218, -0.726, 2.665], [-4.384, -1.639, 0.512], [0.093, -0.138, 1.698], [-3.721, -1.036, 1.309], [0.398, 1.008, -0.563], [-0.036, 0.414, 0.691], [0.067, 0.279, -1.380], [-0.268, 1.890, -0.790], [-3.318, -1.599, 2.120], [1.556, 1.205, -0.670]], "nbo_charge": [-0.06, -0.43, -0.47, 0.19, 0.37, -0.71, 0.19, 0.25, 0.25, 0.17, 0.26], "de_lowest_kcal_mol": 91.6, "homo_ev": -9.502, "e_tot_ev": -21279.5508, "smiles": "CC#[N+][O-].O=CCl"}

{"formula": "C3H4ClNOS", "method": "the ωB97M-V functional and the def2-TZVPD basis", "symbols": ["Cl", "S", "O", "N", "C", "C", "C", "H", "H", "H", "H"], "positions_angstrom": [[3.957, 0.045, -0.087], [-0.259, -0.726, -0.168], [-2.973, -0.609, -0.140], [-2.494, 0.663, 0.071], [2.351, -0.533, 0.323], [1.356, -0.085, -0.379], [-1.215, 0.697, 0.109], [2.385, -1.242, 1.078], [-0.792, 1.679, 0.162], [-3.880, -0.598, 0.126], [1.565, 0.708, -1.095]], "nbo_charge": [-0.03, 0.31, -0.57, -0.13, -0.17, -0.40, -0.16, 0.22, 0.22, 0.48, 0.23], "de_lowest_kcal_mol": 54.7, "homo_ev": -8.862, "e_tot_ev": -30068.4959, "smiles": "O/N=C\\S/C=C/Cl"}

{"formula": "C3H4CrO3", "method": "the ωB97M-V functional and the def2-TZVPD basis", "symbols": ["Cr", "O", "O", "O", "C", "C", "C", "H", "H", "H", "H"], "positions_angstrom": [[1.934, -1.320, -2.483], [1.576, -0.213, -0.810], [0.445, -2.025, -1.324], [0.026, -1.047, 0.655], [-0.709, 1.256, 0.465], [0.737, -1.094, -0.569], [-0.619, -0.041, 1.086], [-1.148, 1.931, 1.223], [-1.459, 1.170, -0.341], [0.261, 1.597, 0.016], [-1.043, -0.215, 2.081]], "nbo_charge": [2.08, -0.43, -0.40, -0.37, -0.81, 0.97, 0.64, 0.36, 0.36, 0.31, 0.30], "spin_multiplicity": 4, "homo_ev": [-26.874, -26.912], "total_charge": 3, "e_tot_ev": -37697.6173, "s2": 4.078}

{"formula": "C3H4CrO4", "method": "the ωB97M-V functional and the def2-TZVPD basis", "symbols": ["Cr", "O", "O", "O", "O", "C", "C", "C", "H", "H", "H", "H"], "positions_angstrom": [[-1.561, -3.747, 1.133], [-1.875, -1.691, 1.622], [-0.367, -2.220, 0.095], [-0.707, -0.070, 0.681], [1.185, 2.419, -0.962], [0.258, 0.321, -0.277], [0.396, 1.820, -0.236], [-0.979, -1.387, 0.799], [2.843, 2.305, -1.826], [-0.050, 0.015, -1.290], [-0.378, 2.375, 0.333], [1.236, -0.140, -0.070]], "nbo_charge": [0.82, -0.77, -0.79, -0.51, -0.52, -0.18, 0.43, 0.96, -0.02, 0.22, 0.14, 0.22], "de_lowest_kcal_mol": 93.2, "spin_multiplicity": 5, "homo_ev": [-8.034, -6.545], "e_tot_ev": -39780.9671, "s2": 6.156}

{"formula": "C3H4CsLiO3", "method": "the ωB97M-V functional and the def2-TZVPD basis", "symbols": ["Cs", "O", "O", "O", "C", "C", "C", "Li", "H", "H", "H", "H"], "positions_angstrom": [[-4.185, 1.015, 0.444], [-1.236, -0.479, 7.582], [-3.288, -0.998, 7.282], [-3.460, 0.234, 4.397], [-4.326, -1.045, 6.243], [-2.054, -1.156, 6.857], [-4.321, 0.138, 5.357], [-1.419, -0.562, 4.936], [-4.137, -1.957, 5.653], [-4.956, 1.000, 5.607], [-5.271, -1.129, 6.793], [-0.441, -1.089, 8.223]], "nbo_charge": [1.00, -0.75, -0.47, -0.90, -0.19, 0.27, 0.07, 0.90, 0.18, 0.12, 0.21, 0.55], "de_lowest_kcal_mol": 85.3, "spin_multiplicity": 2, "homo_ev": [-7.814, -11.144], "total_charge": 1, "e_tot_ev": -10061.7894, "s2": 0.753}

{"formula": "C3H4CsO2", "method": "the ωB97M-V functional and the def2-TZVPD basis", "symbols": ["Cs", "O", "O", "C", "C", "C", "H", "H", "H", "H"], "positions_angstrom": [[-1.362, 0.741, -0.898], [1.388, 0.143, 0.678], [-0.903, -1.469, 0.471], [0.215, -1.901, 1.005], [1.353, -1.154, 1.126], [1.645, 0.334, -0.788], [1.902, -1.484, 2.051], [0.331, -2.991, 1.170], [2.249, 1.261, -0.830], [2.315, -0.492, -1.102]], "lowdin_charge": [0.93, -0.37, -0.52, -0.43, -0.30, -0.35, 0.07, 0.07, -0.06, -0.04], "de_lowest_kcal_mol": 0.0, "homo_ev": -1.256, "total_charge": -1, "e_tot_ev": -7815.3496}

{"formula": "C3H4CuO3", "method": "the ωB97M-V functional and the def2-TZVPD basis", "symbols": ["Cu", "O", "O", "O", "C", "C", "C", "H", "H", "H", "H"], "positions_angstrom": [[2.268, 3.729, -1.217], [-0.214, 0.713, -0.854], [1.552, 1.802, -0.132], [0.419, 2.534, -1.884], [-0.276, -1.266, 0.868], [-1.293, -2.156, 0.722], [0.617, 1.707, -0.962], [-1.238, -2.962, -0.012], [0.741, -1.566, 0.600], [-0.298, -0.568, 1.710], [-2.276, -1.968, 1.160]], "nbo_charge": [0.90, -0.28, -0.76, -0.76, -0.37, -0.38, 0.89, 0.19, 0.20, 0.19, 0.19], "de_lowest_kcal_mol": 42.3, "spin_multiplicity": 2, "homo_ev": [-9.401, -9.299], "e_tot_ev": -53954.0965, "s2": 0.758}

{"formula": "C3H4DyO2", "method": "the ωB97M-V functional and the def2-TZVPD basis", "symbols": ["Dy", "O", "O", "C", "C", "C", "H", "H", "H", "H"], "positions_angstrom": [[1.766, 0.254, -1.791], [1.964, -1.618, -0.589], [0.449, -0.912, 0.919], [1.318, -1.708, 0.435], [0.156, 0.342, 0.128], [-1.323, 0.537, 0.081], [0.792, 1.272, 0.616], [-1.564, 1.377, 0.750], [-1.683, 0.827, -0.918], [-1.875, -0.372, 0.368]], "lowdin_spin": [5.92, -0.10, 0.01, -0.59, 0.55, 0.10, 0.05, 0.04, 0.03, 0.00], "spin_multiplicity": 7, "homo_ev": [-18.627, -19.193], "total_charge": 2, "e_tot_ev": -31331.3169, "s2": 12.998}

{"formula": "C3H4F2", "method": "the ωB97M-V functional and the def2-TZVPD basis", "symbols": ["F", "F", "C", "C", "C", "H", "H", "H", "H"], "positions_angstrom": [[-1.083, 0.249, -1.569], [0.047, 1.847, -0.636], [-0.287, 0.502, -0.510], [0.739, -0.476, -0.088], [-0.421, -0.127, 0.805], [1.675, -0.194, 0.268], [-0.024, 0.253, 1.738], [0.708, -1.346, -0.790], [-1.354, -0.707, 0.782]], "nbo_charge": [-0.32, -0.35, 0.69, -0.48, -0.49, 0.23, 0.25, 0.23, 0.24], "de_lowest_kcal_mol": 18.9, "homo_ev": -10.570, "e_tot_ev": -8609.2949, "smiles": "FC1(F)CC1"}